# 1
The following is a quantum chemistry calculation of the molecule C11H11NO in a non-equilibrium geometry, from OMol25.

Computed properties:
* frontier orbital gap: 0.381 hartree
* SMILES: CC[C@]1(c2ccccc2)O[C@H]1C#N
* LUMO energy: 0.79 eV
* ΔE to the lowest compared entry with this formula, charge and spin: 272.9 kJ/mol
* HOMO energy: -0.352 Eh

Atoms and positions in Å:
C1 1.97 0.45 -1.59
C2 0.91 -0.69 -1.71
C3 -0.42 -0.37 -1.00
C4 -0.25 -0.27 0.47
C5 -0.27 1.01 1.05
C6 -0.05 1.15 2.42
C7 0.23 -0.01 3.18
C8 0.14 -1.30 2.58
C9 -0.12 -1.38 1.21
O1 -1.47 -1.09 -1.57
C10 -1.49 0.29 -1.93
C11 -2.56 1.12 -1.46
N1 -3.56 1.68 -1.29
H1 2.04 0.57 -0.54
H2 1.63 1.25 -2.26
H3 2.89 0.10 -1.93
H4 1.23 -1.55 -1.30
H5 0.38 -0.92 -2.69
H6 -0.54 1.82 0.41
H7 -0.24 2.12 3.00
H8 0.60 0.17 4.18
H9 0.33 -2.35 3.05
H10 -0.12 -2.30 0.71
H11 -1.25 0.51 -2.99

# 2
The following is a quantum chemistry calculation of a cluster of 2 separate species, C2H5NO7 in total in a non-equilibrium geometry, from OMol25.

Computed properties:
* frontier orbital gap: 0.257 hartree
* total charge: -2
* LUMO energy: 6.74 eV
* ΔE to the lowest compared entry with this formula, charge and spin: 97.3 kJ/mol
* HOMO energy: -0.009 Eh

Atoms and positions in Å:
C1 -0.31 -0.32 -0.38
C2 -1.05 -0.02 0.99
N1 -0.47 0.47 -1.30
O1 -1.36 1.28 -1.60
O2 0.44 0.01 -2.60
O3 1.93 0.34 0.95
O4 0.44 -1.39 -0.39
O5 -0.48 0.87 1.75
O6 -2.38 0.35 0.65
O7 -1.13 -1.37 1.55
H1 -2.23 0.85 -0.19
H2 0.53 -0.92 -2.30
H3 1.04 0.65 1.40
H4 1.46 -0.44 0.71
H5 -0.34 -1.75 1.13

# 3
The following is a quantum chemistry calculation of a structure of composition C32H31ClFeN3PSe2, from OMol25.

Computed properties:
* frontier orbital gap (spin up / spin down): 0.179 / 0.240 hartree
* <S²>: 1.052
* total charge: +3
* LUMO energy (spin up / spin down): -11.27 / -9.62 eV
* ΔE to the lowest compared entry with this formula, charge and spin: 93.3 kJ/mol
* spin multiplicity: 2
* HOMO energy (spin up / spin down): -0.593 / -0.593 Eh

Atoms and positions in Å:
Fe1 0.49 -0.32 -1.51
C1 -1.09 3.04 -0.95
Se1 -1.33 1.29 -1.76
C2 -1.10 1.78 -3.63
C3 -1.42 0.56 -4.46
Se2 -0.13 -0.79 -3.93
C4 -0.20 -2.14 -5.33
H1 -0.20 3.54 -1.31
H2 -1.04 2.92 0.13
H3 -1.98 3.61 -1.21
H4 -0.07 2.11 -3.78
H5 -1.76 2.62 -3.84
H6 -1.29 0.75 -5.53
H7 -2.42 0.18 -4.31
H8 -1.20 -2.57 -5.35
H9 0.54 -2.90 -5.09
H10 0.04 -1.64 -6.26
Cl1 1.99 -2.05 -1.31
C5 2.49 -2.07 0.39
C6 3.04 -3.22 0.89
C7 3.43 -3.21 2.23
C8 3.25 -2.09 3.02
C9 2.70 -0.93 2.48
C10 2.32 -0.90 1.14
P1 1.68 0.56 0.34
C11 2.90 0.98 -0.91
C12 2.51 1.75 -2.03
C13 3.45 2.07 -3.00
C14 4.76 1.64 -2.87
C15 5.14 0.87 -1.77
C16 4.22 0.52 -0.80
C17 1.42 1.83 1.53
C18 0.40 1.67 2.49
C19 0.23 2.63 3.46
C20 1.05 3.76 3.47
C21 2.05 3.92 2.51
C22 2.23 2.97 1.52
H11 3.17 -4.09 0.27
H12 3.87 -4.11 2.65
H13 3.55 -2.10 4.06
H14 2.58 -0.05 3.10
H15 1.51 2.13 -2.10
H16 3.16 2.68 -3.86
H17 5.49 1.92 -3.61
H18 6.17 0.54 -1.67
H19 4.52 -0.08 0.04
H20 -0.22 0.78 2.49
H21 -0.53 2.51 4.22
H22 0.91 4.52 4.23
H23 2.69 4.79 2.54
H24 3.00 3.10 0.77
N1 -8.08 -1.26 4.67
C23 -7.15 -1.37 4.01
C24 -5.98 -1.50 3.17
C25 -5.43 -0.36 2.58
C26 -4.31 -0.47 1.78
C27 -3.74 -1.71 1.58
C28 -4.27 -2.85 2.16
C29 -5.39 -2.74 2.96
N2 -2.57 -1.83 0.73
C30 -2.14 -2.98 0.08
C31 -1.04 -2.64 -0.63
N3 -0.79 -1.29 -0.43
C32 -1.74 -0.84 0.39
H25 -5.90 0.60 2.75
H26 -3.93 0.42 1.30
H27 -3.80 -3.82 2.03
H28 -5.82 -3.62 3.42
H29 -2.65 -3.92 0.17
H30 -0.43 -3.27 -1.25
H31 -1.81 0.16 0.77

# 4
The following is a quantum chemistry calculation of a cluster of 2 separate species, CH6NOS in total, from OMol25.

Computed properties:
* frontier orbital gap: 0.270 hartree
* total charge: -1
* LUMO energy: 4.29 eV
* ΔE to the lowest compared entry with this formula, charge and spin: 5.9 kJ/mol
* HOMO energy: -0.112 Eh

Atoms and positions in Å:
S1 0.40 1.96 1.99
H1 1.36 1.58 2.85
N1 -1.17 -1.03 -0.48
C1 0.22 -0.74 -0.78
O1 0.50 0.62 -1.02
H2 -1.70 -0.49 -1.17
H3 -1.39 -0.54 0.39
H4 0.48 -1.24 -1.71
H5 0.82 -1.14 0.05
H6 0.47 1.02 -0.12

# 5
The following is a quantum chemistry calculation of the ion H3NO3PS with charge -1 in a non-equilibrium geometry, from OMol25.

Computed properties:
* frontier orbital gap: 0.289 hartree
* total charge: -1
* LUMO energy: 4.07 eV
* ΔE to the lowest compared entry with this formula, charge and spin: 32.0 kJ/mol
* HOMO energy: -0.140 Eh

Atoms and positions in Å:
N1 0.02 0.64 -0.49
O1 -2.67 1.01 -0.29
O2 2.26 -0.05 0.80
O3 -1.63 -0.66 1.30
P1 1.51 -0.16 -0.65
S1 -1.82 -0.14 -0.09
H1 1.55 -0.13 1.34
H2 -0.23 1.00 -1.44
H3 1.01 -1.51 -0.47

# 6
The following is a quantum chemistry calculation of a structure of composition C3H2S2 in a non-equilibrium geometry, from OMol25.

Computed properties:
* frontier orbital gap: 0.300 hartree
* LUMO energy: -0.87 eV
* ΔE to the lowest compared entry with this formula, charge and spin: 225.1 kJ/mol
* HOMO energy: -0.332 Eh

Atoms and positions in Å:
C1 0.71 0.01 -0.03
C2 -0.62 0.38 0.44
C3 0.12 -1.10 -0.78
S1 -1.22 -1.36 0.24
S2 -1.48 1.65 -0.01
H1 1.12 0.78 -0.51
H2 1.37 -0.36 0.65

Calculated total energy across the listed records, respectively: -555.654915, -660.505479, -8269.398725, -569.924486, -1021.876098, -911.719359 a.u..